Entry from the OMol25 dataset: a structure of composition C37H33BrN4O6PSc at a distorted geometry (the ωB97M-V functional and the def2-TZVPD basis).

Last column: Löwdin charge in e.
Atoms and positions in Å:
Sc (-0.026, -0.153, 0.029)  0.88
C (-4.147, 1.730, 0.716)  -0.02
C (-2.697, 1.569, 0.394)  -0.24
N (-2.179, 0.497, -0.077)  -0.01
N (-3.032, -0.560, -0.332)  0.10
C (-2.356, -1.612, -0.726)  -0.42
O (-1.073, -1.664, -0.844)  -0.15
C (-3.125, -2.845, -1.050)  -0.14
C (-2.416, -3.960, -1.486)  -0.02
C (-3.089, -5.129, -1.819)  -0.08
C (-4.474, -5.185, -1.718)  -0.09
C (-5.184, -4.071, -1.280)  -0.08
C (-4.513, -2.903, -0.946)  -0.03
C (-1.758, 2.706, 0.622)  -0.21
C (-2.136, 3.815, 1.366)  -0.01
C (-1.221, 4.837, 1.559)  -0.05
C (0.039, 4.722, 0.998)  -0.03
C (0.326, 3.580, 0.270)  -0.12
N (-0.547, 2.595, 0.077)  0.09
H (-4.701, 0.878, 0.341)  0.06
H (-4.286, 1.788, 1.801)  0.10
H (-4.538, 2.653, 0.278)  0.09
H (-1.336, -3.891, -1.568)  0.12
H (-2.532, -5.995, -2.159)  0.10
H (-5.001, -6.096, -1.981)  0.10
H (-6.266, -4.115, -1.199)  0.10
H (-5.050, -2.026, -0.606)  0.11
H (-3.128, 3.867, 1.798)  0.11
H (-1.489, 5.709, 2.144)  0.11
H (0.793, 5.491, 1.126)  0.11
H (1.313, 3.445, -0.165)  0.10
O (1.813, -2.966, -1.911)  0.07
C (1.736, -1.772, -1.725)  -0.66
O (1.577, -1.169, -0.558)  -0.17
C (1.798, -0.763, -2.866)  -0.22
P (0.371, 0.382, -2.667)  1.09
C (-0.981, -0.443, -3.594)  -0.36
C (-2.173, 0.271, -3.735)  -0.10
C (-3.272, -0.299, -4.360)  -0.08
C (-3.195, -1.600, -4.846)  -0.08
C (-2.018, -2.321, -4.700)  -0.08
C (-0.915, -1.750, -4.071)  -0.08
C (0.715, 1.765, -3.806)  -0.36
C (0.908, 1.536, -5.171)  -0.08
C (1.200, 2.592, -6.022)  -0.08
C (1.293, 3.889, -5.521)  -0.08
C (1.091, 4.127, -4.169)  -0.10
C (0.804, 3.065, -3.315)  -0.12
H (1.838, -1.247, -3.831)  0.09
H (2.698, -0.163, -2.729)  0.09
H (-2.239, 1.284, -3.348)  0.11
H (-4.193, 0.266, -4.459)  0.10
H (-4.057, -2.055, -5.320)  0.10
H (-1.958, -3.343, -5.062)  0.11
H (-0.022, -2.350, -3.923)  0.10
H (0.822, 0.529, -5.568)  0.11
H (1.349, 2.406, -7.081)  0.10
H (1.519, 4.713, -6.189)  0.10
H (1.159, 5.137, -3.777)  0.11
H (0.637, 3.246, -2.261)  0.07
Br (4.358, 2.972, -2.623)  0.77
C (4.225, 2.958, -0.732)  -0.66
C (4.977, 3.854, 0.014)  -0.12
C (4.857, 3.838, 1.400)  -0.07
C (3.998, 2.943, 2.026)  -0.01
C (3.244, 2.068, 1.262)  -0.13
C (3.358, 2.068, -0.127)  -0.08
C (2.255, 1.143, 1.918)  -0.53
O (2.474, 0.722, 3.049)  0.05
O (1.214, 0.874, 1.205)  -0.13
H (5.648, 4.549, -0.480)  0.10
H (5.441, 4.535, 1.992)  0.11
H (3.905, 2.916, 3.107)  0.12
H (2.767, 1.374, -0.710)  0.09
C (-0.141, -3.461, 1.868)  0.03
C (0.090, -2.046, 2.279)  -0.51
N (1.041, -1.777, 3.150)  0.24
O (-0.622, -1.129, 1.782)  -0.07
H (0.295, -4.177, 2.566)  0.09
H (0.318, -3.588, 0.883)  0.10
H (-1.209, -3.631, 1.762)  0.10
H (1.630, -2.523, 3.474)  0.13
H (1.357, -0.818, 3.294)  0.09

Electronic energy, a.u.: -5776.6230
HOMO level, Eh: -0.3017
E_LUMO, eV: -0.3
Energy relative to the best compared isomer or geometry (same formula, charge and spin), kcal per mole: 18.0